Record 1
Formula: C4H7NO
Source: OMol25
Level of theory: ωB97M-V/def2-TZVPD

Computed properties:
SMILES string: C=CCC#N.O
LUMO (eV): 0.69
HOMO (hartree): -0.402
Frontier orbital gap (hartree): 0.42774
Relative energy (zero: lowest compared OMol25 entry of this formula, charge and spin) (kJ/mol): 157.5
Calculated total energy (eV): -7798.012

Atoms and positions in Å:
C1 0.97113 0.95258 -0.48981
C2 -0.07683 0.15843 -0.68875
C3 -1.24656 0.06287 0.26153
C4 -2.47741 0.55303 -0.37454
N1 -3.43772 0.94581 -0.88534
H1 1.79376 0.98813 -1.19900
H2 1.04057 1.59255 0.38800
H3 -0.13109 -0.46817 -1.57734
H4 -1.05781 0.65457 1.16486
H5 -1.40525 -0.97796 0.57257
O1 1.89610 -1.62534 1.29553
H6 2.61961 -1.94315 0.74071
H7 1.51152 -0.89333 0.79158

Record 2
Formula: C5H11NO2
Source: OMol25
Level of theory: ωB97M-V/def2-TZVPD

Computed properties:
SMILES string: CC1(C)N(O)[C@@]1(C)O
LUMO (eV): 0.74
HOMO (hartree): -0.327
Frontier orbital gap (hartree): 0.35463
Relative energy (zero: lowest compared OMol25 entry of this formula, charge and spin) (kJ/mol): 385.8
Calculated total energy (eV): -10945.268

Atoms and positions in Å:
C1 1.14119 -0.74396 -1.54000
C2 0.51011 -0.21307 -0.27946
C3 1.31504 -0.48134 0.96167
N1 -0.23317 1.20702 -0.68929
O1 -0.33183 2.39610 0.03373
C4 -0.92696 0.10042 -0.14397
C5 -1.64187 0.14812 1.18572
O2 -1.74530 -0.71611 -1.07889
H1 0.98333 -1.82157 -1.59979
H2 2.21376 -0.54841 -1.53702
H3 0.71436 -0.26683 -2.41695
H4 1.83294 -1.43555 0.88472
H5 0.72723 -0.59510 1.87188
H6 2.04515 0.30928 1.14096
H7 0.43625 2.51235 0.61355
H8 -2.69362 0.32988 0.98413
H9 -1.47363 -0.77560 1.73500
H10 -1.28103 0.94718 1.83361
H11 -1.59194 -0.35280 -1.95957

Record 3
Formula: C5H6O2
Source: OMol25
Level of theory: ωB97M-V/def2-TZVPD

Computed properties:
LUMO (spin up / spin down) (eV): 0.03 / 0.59
HOMO (spin up / spin down) (hartree): -0.272 / -0.271
Frontier orbital gap (spin up / spin down) (hartree): 0.27341 / 0.29282
Relative energy (zero: lowest compared OMol25 entry of this formula, charge and spin) (kJ/mol): 544.1
Calculated total energy (eV): -9371.456

Atoms and positions in Å:
O1 -0.30492 -1.67653 2.53777
C1 0.02194 -0.60089 2.08864
C2 -0.36897 -0.12737 0.75071
O2 -0.21892 1.20957 0.51923
C3 -0.05968 1.37974 -0.79096
C4 0.44408 0.16988 -1.51307
C5 -0.26125 -0.77424 -0.59365
H1 0.65647 0.11141 2.65518
H2 -1.41531 -0.46091 0.24006
H3 -0.06169 2.40898 -1.13845
H4 0.04605 0.15483 -2.53276
H5 1.55232 0.04543 -1.56630
H6 -0.24426 -1.85379 -0.68809

Record 4
Formula: C3H4N2O
Source: OMol25
Level of theory: ωB97M-V/def2-TZVPD

Computed properties:
SMILES string: N[C@]1(C=O)C=N1
LUMO (eV): 0.57
HOMO (hartree): -0.336
Frontier orbital gap (hartree): 0.35702
Relative energy (zero: lowest compared OMol25 entry of this formula, charge and spin) (kJ/mol): 277.8
Calculated total energy (eV): -8201.006

Atoms and positions in Å:
N1 -1.00264 0.67791 -0.69546
C1 -0.00829 -0.10142 -0.10879
C2 1.22816 0.64515 0.24048
O1 1.20479 1.83919 0.42868
C3 -0.11593 -1.52147 0.06466
N2 -0.18518 -1.03123 1.21755
H1 -0.97188 1.65242 -0.42512
H2 -1.93229 0.29061 -0.75446
H3 2.12539 0.02805 0.42698
H4 -0.34213 -2.47921 -0.39452

Record 5
Formula: C5H12O2
Source: OMol25
Level of theory: ωB97M-V/def2-TZVPD

Computed properties:
SMILES string: CCCCC=O.O
LUMO (eV): 0.93
HOMO (hartree): -0.361
Frontier orbital gap (hartree): 0.39454
Relative energy (zero: lowest compared OMol25 entry of this formula, charge and spin) (kJ/mol): 165.4
Calculated total energy (eV): -9473.421

Atoms and positions in Å:
C1 -1.98389 -1.45747 0.35527
C2 -0.52135 -1.41576 0.01657
C3 -0.10639 -0.15333 -0.84601
C4 -0.19502 1.15473 0.03568
C5 0.35256 0.87466 1.38035
O1 1.47616 0.48427 1.54192
H1 -2.61824 -1.40740 -0.57562
H2 -2.21630 -0.63967 1.02840
H3 -2.36900 -2.42637 0.78913
H4 0.07166 -1.41872 0.94346
H5 -0.15576 -2.33263 -0.42606
H6 0.88547 -0.31942 -1.34021
H7 -0.85801 -0.16150 -1.65034
H8 0.42322 1.84278 -0.55907
H9 -1.30745 1.46716 0.11782
H10 -0.28395 0.93631 2.31815
O2 2.82123 1.76356 -1.11408
H11 3.06562 1.28090 -0.39806
H12 3.51943 1.92792 -1.61731

Record 6
Formula: C4H13N2O
Source: OMol25
Level of theory: ωB97M-V/def2-TZVPD

Computed properties:
LUMO (eV): -3.85
HOMO (hartree): -0.472
Total charge: +1
Frontier orbital gap (hartree): 0.33034
Relative energy (zero: lowest compared OMol25 entry of this formula, charge and spin) (kJ/mol): 385.4
Calculated total energy (eV): -9377.590

Atoms and positions in Å:
C1 1.81963 0.52826 0.79323
C2 1.63090 -0.90832 -1.08313
C3 -2.34770 -1.23810 0.26581
C4 -1.32141 0.90006 0.20474
N1 -0.90049 2.05808 -0.28194
N2 1.01058 -0.46909 0.11892
O1 -2.11649 0.02077 -0.37569
H1 2.00168 1.16680 0.00393
H2 1.20886 0.88312 1.51453
H3 2.76229 0.05637 1.06693
H4 2.42248 -1.72642 -0.99333
H5 0.94121 -1.14571 -1.82564
H6 2.12005 0.02009 -1.57381
H7 -1.37144 -1.78636 0.30385
H8 -3.04209 -1.58080 -0.46168
H9 -2.60788 -1.23690 1.22666
H10 -1.02510 0.77980 1.20826
H11 -0.61769 2.69242 0.37504
H12 -1.24594 2.14074 -1.24927
H13 0.67855 -1.15479 0.76260

Record 7
Formula: C22H31BF12NO7
Source: OMol25
Level of theory: ωB97M-V/def2-TZVPD

Computed properties:
LUMO (eV): -3.07
HOMO (hartree): -0.468
Total charge: +1
Frontier orbital gap (hartree): 0.35460
Calculated total energy (eV): -72414.955

Atoms and positions in Å:
C1 6.35899 -0.63361 3.14372
C2 5.81456 -0.44749 1.94791
C3 5.21102 -0.34520 0.43097
C4 5.19763 -1.86124 -0.13335
N1 4.05874 -2.19469 -1.05623
C5 3.90959 -3.71232 -1.04227
C6 3.20213 -4.28938 0.29118
C7 4.08745 -5.42766 1.05934
F1 5.13575 -4.84585 1.89816
C8 2.77847 -1.44686 -0.78859
B1 2.56786 -0.31556 -1.98494
O1 1.22534 0.01101 -2.49538
O2 3.66177 0.44347 -2.56300
C9 2.82148 -0.66316 0.64265
C10 1.39325 0.02196 1.02847
C11 0.32164 -1.14352 1.36144
C12 -0.60225 -1.59111 0.10828
C13 -2.17531 -1.68342 0.43174
F2 -2.46132 -2.26347 1.71916
F3 -2.70176 -0.32870 0.33471
C14 -2.98862 -2.54643 -0.70030
F4 -4.19461 -1.84092 -1.06690
F5 -2.23530 -2.75358 -1.90515
F6 -3.34398 -3.84203 -0.18807
O3 3.91316 0.29221 0.55559
H1 7.00399 -1.14517 3.96209
H2 5.97801 0.27741 -0.16209
H3 6.17371 -1.98605 -0.76310
H4 5.31918 -2.56620 0.76826
H5 4.38546 -1.96778 -2.02731
H6 5.00031 -4.12611 -1.06041
H7 3.32926 -4.12510 -1.94502
H8 2.95244 -3.49801 1.08676
H9 2.19478 -4.78966 0.00208
H10 3.35860 -5.95657 1.79899
H11 4.49756 -6.23553 0.35300
H12 1.87898 -2.16303 -0.89477
H13 1.09440 0.94919 -2.16522
H14 3.31148 1.02828 -3.28468
H15 3.06194 -1.37672 1.53882
H16 1.03790 0.80745 0.27200
H17 1.57982 0.58859 2.02587
H18 0.94868 -2.06501 1.71557
H19 -0.34589 -0.87204 2.27452
H20 -0.44532 -0.80135 -0.72434
H21 -0.27321 -2.61269 -0.33747
C15 -6.66807 -0.68756 -1.38806
C16 -7.27352 0.32128 -2.34509
O4 -8.04659 1.29931 -1.63202
C17 -7.34483 2.29897 -1.04762
O5 -6.14038 2.39881 -1.09275
C18 -8.28787 3.28871 -0.36835
F7 -9.24148 2.67455 0.37018
F8 -8.94081 4.06277 -1.26677
F9 -7.64648 4.13346 0.46848
H22 -7.44502 -1.14164 -0.76687
H23 -6.14670 -1.47410 -1.93551
H24 -5.95725 -0.21031 -0.70887
H25 -7.96000 -0.18789 -3.02676
H26 -6.50912 0.80486 -2.96081
C19 -1.75197 5.26852 1.99981
C20 -0.41490 5.96804 1.84656
O6 0.61126 5.03126 1.47698
C21 0.65904 4.68914 0.16904
O7 -0.09672 5.11449 -0.67249
C22 1.81851 3.73095 -0.09075
F10 1.88551 2.73224 0.82257
F11 3.01439 4.36037 -0.05320
F12 1.74345 3.12868 -1.30272
H27 -1.67164 4.43739 2.70579
H28 -2.51378 5.96494 2.35629
H29 -2.08838 4.84638 1.04916
H30 -0.11667 6.40049 2.80519
H31 -0.46773 6.78953 1.12593